{"formula": "HO4PS", "method": "ωB97M-V/def2-TZVPD", "symbols": ["O", "O", "O", "O", "P", "S", "H"], "positions_angstrom": [[0.6311, 1.5771, 0.9262], [-1.3510, 1.0730, -0.6324], [1.0223, 0.9691, -1.5391], [0.2055, -2.6539, 1.0319], [0.1160, 0.9902, -0.3521], [-0.5135, -1.6359, 0.1540], [-0.1104, -0.3195, 0.4114]], "forces_ev_per_a": [[0.272, 0.055, 0.335], [-0.389, 0.121, -0.101], [0.424, -0.366, 0.016], [0.918, -0.556, 0.731], [-0.063, 2.840, -1.452], [-1.426, -0.565, -1.018], [0.265, -1.528, 1.490]], "orbital_gap_ev": 5.303, "total_charge": -2, "total_energy_ha": -1041.11260, "lumo_ha": 0.2397}